ORCA calculation (wB97M-V/def2-TZVPD) on a cluster of 7 separate species, C38H68Br12N5O4 in total in a non-equilibrium geometry.

```
127
Properties=species:S:1:pos:R:3:forces:R:3
C 3.213 -6.143 0.606 -0.28 0.20 -0.48
C 3.405 -5.145 -0.614 0.30 -0.69 -0.25
C 4.921 -4.799 -0.929 -0.59 0.17 0.01
C 5.708 -4.185 0.308 -0.44 0.40 -0.80
C 6.135 -2.681 -0.027 -0.70 -1.02 0.86
C 4.832 -1.802 0.163 0.55 0.17 -0.23
C 4.953 -0.346 -0.482 -0.14 -1.02 0.89
C 4.689 0.769 0.611 0.14 0.90 -0.94
C 3.394 1.616 0.291 0.13 0.01 0.89
C 2.070 0.747 0.319 0.85 -0.63 0.57
C 1.333 0.798 1.741 1.44 -0.90 -0.99
N -0.134 0.730 1.535 3.45 3.49 0.88
C -0.805 1.921 1.401 -2.97 -3.43 -0.17
O -0.263 3.141 1.460 -0.77 -2.00 -0.31
C -0.688 3.986 0.340 0.13 1.64 -1.33
C 0.539 3.998 -0.680 -0.22 -0.20 1.74
O 0.209 4.602 -1.920 0.68 -1.08 0.42
C 0.559 3.692 -2.983 -0.33 -0.50 -1.07
C 2.108 3.421 -3.137 -0.56 -0.56 0.59
N -2.149 1.593 1.229 2.16 -1.19 0.29
C -2.206 0.202 1.282 0.42 1.39 0.08
N -3.357 -0.450 1.191 -0.10 -0.54 -0.18
C -3.563 -1.914 1.280 -1.56 -0.25 0.55
C -5.143 -2.157 1.308 0.78 -0.29 -1.04
N -5.536 -3.322 2.129 -0.11 0.02 -0.76
N -0.943 -0.365 1.462 -2.66 2.76 -0.36
O -0.520 -1.635 1.601 0.00 0.23 -0.59
C -0.461 -2.331 0.346 0.37 -1.40 -2.29
O -0.408 -3.515 0.401 0.08 0.75 0.78
C -0.412 -1.660 -1.050 0.23 2.32 -2.27
C -1.604 -1.208 -1.782 1.81 0.07 -0.20
C -1.514 -0.616 -3.118 1.08 -0.61 0.47
C -0.248 -0.456 -3.819 1.05 -1.22 2.94
C 0.982 -0.886 -3.083 -2.36 -0.36 0.84
C 0.881 -1.472 -1.743 -1.12 0.38 -0.88
H 2.534 -5.657 1.356 0.68 -0.73 -0.49
H 2.737 -7.088 0.223 0.38 0.91 0.59
H 4.182 -6.431 1.086 -0.81 0.37 -0.33
H 2.973 -5.653 -1.524 0.41 0.70 0.78
H 2.787 -4.217 -0.450 0.72 -0.76 -0.11
H 5.418 -5.719 -1.357 -0.43 0.96 0.57
H 4.909 -4.020 -1.743 0.11 -0.81 0.58
H 4.977 -4.134 1.163 0.88 -0.11 -0.56
H 6.575 -4.823 0.615 -0.72 0.60 -0.31
H 6.913 -2.415 0.740 -0.64 0.22 -0.90
H 6.558 -2.587 -1.066 -0.39 -0.15 1.04
H 3.933 -2.350 -0.249 0.97 0.48 0.32
H 4.676 -1.716 1.274 0.01 -0.08 -1.01
H 4.206 -0.283 -1.325 0.82 0.20 0.73
H 5.993 -0.277 -0.911 -1.16 0.22 0.39
H 5.571 1.475 0.574 -1.00 -0.60 0.28
H 4.618 0.383 1.660 0.16 0.03 -0.96
H 3.573 2.149 -0.675 -0.48 -0.46 0.74
H 3.289 2.385 1.115 0.18 -0.46 -1.03
H 1.352 0.981 -0.508 0.62 -0.16 0.77
H 2.405 -0.327 0.210 -0.54 1.09 -0.22
H 1.705 -0.070 2.347 -0.68 0.81 -0.38
H 1.623 1.741 2.276 -0.83 -0.88 -0.44
H -1.627 3.602 -0.149 0.99 0.31 0.69
H -0.857 5.024 0.770 0.11 -1.42 -0.48
H 0.857 2.919 -0.763 -0.31 1.07 -0.27
H 1.375 4.524 -0.125 -0.71 -0.36 -0.85
H 0.018 2.718 -2.764 0.55 0.87 -0.42
H 0.136 4.105 -3.941 0.38 -0.19 1.10
H 2.447 3.335 -4.203 -0.44 0.42 1.00
H 2.309 2.408 -2.676 0.12 1.14 -0.31
H 2.654 4.223 -2.570 -0.26 -0.79 -0.75
H -4.189 0.132 1.055 0.64 -0.23 0.11
H -3.146 -2.335 2.236 -0.13 0.58 -1.12
H -3.193 -2.447 0.364 0.07 0.43 1.04
H -5.709 -1.231 1.608 0.70 -0.82 0.09
H -5.437 -2.366 0.241 0.27 0.43 1.02
H -4.749 -3.943 2.324 -0.11 0.42 -0.12
H -6.177 -3.862 1.534 0.23 0.12 0.65
H -2.601 -1.324 -1.300 0.85 0.19 -0.61
H -2.478 -0.324 -3.605 1.11 -0.27 0.45
H -0.113 -0.046 -4.843 -0.50 -0.32 0.95
H 2.003 -0.810 -3.540 -1.23 -0.05 0.41
H 1.846 -1.778 -1.271 -1.09 0.15 -0.34
Br 1.054 -2.499 -7.481 0.04 0.00 -0.03
C 0.607 -4.217 -6.684 -0.25 0.20 -0.15
C 0.849 -4.198 -5.200 0.04 -0.28 0.20
Br 2.741 -4.331 -4.792 0.11 0.11 0.12
H 1.186 -4.971 -7.211 0.00 0.05 0.14
H -0.452 -4.367 -6.893 0.06 0.01 0.04
H 0.391 -5.066 -4.725 0.00 0.04 -0.08
H 0.487 -3.292 -4.718 -0.02 -0.05 -0.12
Br -0.551 6.628 3.503 0.08 -0.13 -0.06
C -0.933 4.928 4.375 -0.22 0.19 -0.09
C -0.668 5.001 5.857 0.12 -0.18 0.14
Br 1.240 4.921 6.237 -0.04 0.03 -0.01
H -0.338 4.171 3.869 0.01 0.07 0.12
H -1.990 4.742 4.184 0.05 0.01 0.08
H -1.095 4.137 6.366 0.00 0.04 -0.08
H -1.045 5.911 6.317 0.03 -0.04 -0.11
Br -2.128 -4.648 2.951 0.13 -0.32 0.03
C -3.167 -6.264 3.294 -0.20 0.18 0.06
C -2.962 -6.758 4.703 0.13 -0.31 0.08
Br -1.246 -7.656 4.894 -0.05 0.12 0.01
H -2.879 -6.991 2.537 0.05 0.05 0.12
H -4.206 -5.974 3.137 0.03 -0.07 0.08
H -3.708 -7.512 4.956 0.00 0.08 -0.09
H -2.989 -5.963 5.444 -0.02 -0.01 -0.13
Br 4.595 10.123 8.139 -0.04 -0.08 0.06
C 3.832 8.423 7.570 0.25 0.16 -0.10
C 2.576 8.627 6.764 -0.22 -0.19 0.02
Br 1.064 9.075 7.907 0.02 0.02 -0.09
H 3.674 7.831 8.469 -0.08 0.05 -0.10
H 4.606 7.955 6.962 -0.09 0.01 -0.01
H 2.288 7.703 6.262 0.06 0.03 0.05
H 2.663 9.423 6.027 0.08 -0.03 0.12
Br -8.514 -4.033 -1.534 0.06 0.04 0.13
C -9.489 -2.512 -0.805 -0.06 -0.21 -0.17
C -8.996 -1.214 -1.389 -0.13 0.25 0.10
Br -7.297 -0.687 -0.593 -0.31 0.15 -0.32
H -9.389 -2.561 0.277 0.01 0.08 -0.10
H -10.530 -2.683 -1.077 0.07 0.08 -0.01
H -9.685 -0.402 -1.157 0.02 -0.08 0.02
H -8.843 -1.256 -2.465 0.00 -0.08 0.11
Br -1.605 3.207 -7.139 0.04 0.00 0.13
C -2.578 4.701 -6.352 -0.14 -0.16 -0.20
C -2.124 6.019 -6.927 0.07 0.21 0.20
Br -0.411 6.564 -6.180 -0.01 -0.05 -0.07
H -2.441 4.635 -5.274 0.03 0.10 -0.10
H -3.624 4.518 -6.593 0.06 0.06 -0.01
H -2.819 6.814 -6.657 0.00 -0.10 0.01
H -2.006 5.999 -8.008 -0.03 -0.10 0.10
```
Positions in Å, forces in eV/Å.

Properties
energy relative to the best compared isomer or geometry (same formula, charge and spin) = 356.6 kJ/mol
charge = +1
HOMO-LUMO gap = 8.82 eV

=====

ORCA calculation (wB97M-V/def2-TZVPD) on a structure of composition C38H68N4O2S in a non-equilibrium geometry.

```
113
Properties=species:S:1:pos:R:3:forces:R:3
C -5.262 2.199 -8.210 -0.92 -0.33 0.26
C -5.713 0.730 -7.903 0.86 0.21 -0.47
C -4.510 -0.180 -7.501 -0.19 0.65 -0.25
C -3.896 0.193 -6.105 -1.18 -0.56 -0.60
C -4.490 -0.695 -4.966 0.53 -0.67 -0.51
C -3.490 -1.042 -3.823 -0.33 0.81 -0.37
C -2.604 0.140 -3.335 0.33 -1.03 0.98
C -1.349 -0.486 -2.635 -0.15 0.92 -0.82
C -0.454 0.558 -1.918 0.59 -1.05 0.64
C -0.734 0.674 -0.384 0.45 0.59 -1.09
C 0.280 1.684 0.219 -0.04 -0.63 0.23
C 0.429 1.612 1.762 -0.93 1.28 -0.14
C -0.955 1.867 2.448 0.21 -0.80 -0.22
C -0.916 1.589 3.981 0.44 0.42 -0.06
C -0.892 2.830 4.876 0.30 -0.18 0.59
C -0.111 2.839 6.006 -0.13 0.71 0.46
C -0.034 3.974 6.939 -0.50 -0.25 -0.76
C -0.730 5.129 6.716 -0.01 -0.11 0.05
C -1.576 5.197 5.549 0.35 -1.01 -0.44
N -2.325 6.212 5.152 -0.34 0.24 -0.22
S -3.114 5.773 3.788 1.13 -0.97 1.08
N -2.519 4.256 3.654 -0.26 0.32 -0.30
C -1.666 4.035 4.648 -0.15 0.66 0.34
H -4.509 2.556 -7.489 -0.20 -0.07 -0.42
H -4.910 2.304 -9.251 0.12 -0.11 0.56
H -6.158 2.844 -8.116 0.53 -0.10 -0.06
H -6.116 0.338 -8.858 -0.20 0.05 0.67
H -6.492 0.724 -7.117 0.30 -0.08 -0.41
H -4.835 -1.235 -7.555 0.24 0.34 0.23
H -3.750 -0.049 -8.301 -0.28 -0.10 0.44
H -4.218 1.231 -5.907 0.79 -0.26 -0.01
H -2.803 0.093 -6.209 -0.39 0.19 0.47
H -4.760 -1.661 -5.446 -0.01 0.42 0.39
H -5.441 -0.277 -4.586 0.52 0.03 -0.09
H -4.102 -1.370 -2.959 0.56 -0.23 -0.37
H -2.825 -1.868 -4.167 -0.53 0.47 0.32
H -3.155 0.718 -2.569 0.14 0.03 -0.49
H -2.259 0.816 -4.133 -0.27 -0.26 0.24
H -0.748 -0.949 -3.443 -0.29 0.00 0.37
H -1.676 -1.304 -1.965 0.24 0.42 -0.13
H 0.592 0.184 -1.993 -0.44 0.30 -0.01
H -0.442 1.548 -2.415 -0.32 -0.44 0.22
H -1.783 1.015 -0.278 0.50 -0.30 0.35
H -0.585 -0.326 0.062 -0.29 0.41 -0.08
H 1.274 1.478 -0.222 -0.41 0.13 0.07
H -0.016 2.698 -0.113 0.19 -0.31 0.33
H 0.915 0.688 2.118 -0.26 0.24 -0.29
H 1.054 2.484 2.053 0.03 -0.69 0.03
H -1.245 2.892 2.174 -0.04 -0.38 0.40
H -1.732 1.205 2.016 0.47 0.30 0.08
H -1.713 0.891 4.308 0.15 0.54 -0.26
H 0.033 1.050 4.182 -0.50 0.22 0.03
H 0.483 1.957 6.266 -0.22 0.29 -0.23
H 0.594 3.875 7.830 -0.31 0.05 -0.37
H -0.682 5.982 7.398 -0.01 -0.33 -0.27
C 4.492 5.238 6.959 0.22 0.02 0.28
C 4.092 4.047 6.056 -0.59 1.82 0.90
C 3.363 2.993 6.896 0.30 -0.61 0.04
C 4.294 2.211 7.821 0.05 0.05 -0.02
C 5.465 1.618 7.042 -0.59 -0.08 0.00
C 6.214 2.645 6.185 1.80 0.28 1.05
N 5.294 3.489 5.368 -1.56 -2.46 -0.61
O 4.884 2.772 4.351 0.49 0.76 -0.09
C 7.088 3.542 7.086 -0.10 0.19 0.32
C 7.232 1.900 5.312 -0.35 -0.09 -0.60
C 3.100 4.659 5.057 0.11 -0.40 -0.61
H 3.654 5.923 7.097 -0.08 -0.14 -0.13
H 4.788 4.937 7.964 0.12 -0.02 -0.06
H 5.305 5.816 6.517 0.01 -0.07 -0.01
H 2.853 2.282 6.237 0.11 0.08 -0.14
H 2.583 3.468 7.492 0.10 0.21 -0.11
H 4.660 2.848 8.631 0.00 0.03 -0.04
H 3.733 1.405 8.303 0.03 0.03 0.01
H 6.159 1.142 7.741 0.15 0.11 -0.12
H 5.082 0.815 6.403 0.04 0.12 -0.14
H 7.539 4.353 6.511 -0.07 -0.01 -0.03
H 7.903 2.965 7.526 -0.07 -0.11 -0.14
H 6.552 3.975 7.927 -0.05 0.06 -0.08
H 6.767 1.128 4.698 -0.09 0.16 -0.05
H 7.971 1.398 5.937 -0.10 0.14 0.17
H 7.765 2.588 4.653 -0.06 0.01 0.00
H 3.583 5.427 4.448 0.03 -0.05 0.01
H 2.269 5.125 5.587 0.15 -0.04 0.18
H 2.663 3.915 4.390 0.18 -0.03 -0.02
C -2.230 -7.590 -5.203 0.20 -0.25 0.13
C -2.030 -6.059 -5.300 -0.87 -1.73 -0.83
C -0.892 -5.755 -6.281 0.46 0.30 0.14
C 0.490 -6.083 -5.721 -0.03 -0.05 0.05
C 0.702 -5.411 -4.367 -0.09 0.20 -0.56
C -0.421 -5.689 -3.361 0.90 -1.34 1.38
N -1.779 -5.481 -3.946 1.08 2.41 -1.32
O -1.998 -4.193 -4.007 -0.52 -0.53 0.51
C -0.298 -7.129 -2.821 0.04 -0.33 -0.20
C -0.193 -4.811 -2.123 -0.41 0.57 -0.14
C -3.348 -5.548 -5.895 -0.07 0.67 0.29
H -2.841 -7.957 -6.029 0.00 0.20 -0.04
H -1.299 -8.152 -5.261 0.01 0.03 0.13
H -2.746 -7.866 -4.281 0.05 0.05 0.01
H -0.913 -4.695 -6.555 -0.11 0.01 0.14
H -1.046 -6.312 -7.209 -0.20 -0.05 0.09
H 0.626 -7.164 -5.634 -0.05 0.01 0.02
H 1.256 -5.739 -6.420 -0.01 -0.03 0.02
H 1.660 -5.734 -3.950 -0.12 -0.02 0.19
H 0.792 -4.331 -4.529 -0.17 0.01 0.09
H -1.152 -7.386 -2.193 -0.03 0.05 -0.06
H 0.599 -7.231 -2.206 -0.02 0.19 -0.03
H -0.203 -7.883 -3.599 -0.11 0.02 -0.02
H -0.130 -3.751 -2.370 -0.17 -0.05 -0.06
H 0.748 -5.076 -1.639 -0.02 -0.19 -0.15
H -0.993 -4.946 -1.392 -0.02 0.01 -0.06
H -4.187 -5.759 -5.228 0.04 0.02 0.02
H -3.547 -6.040 -6.849 0.18 -0.15 0.09
H -3.331 -4.477 -6.097 0.05 0.00 0.19
```
Positions in Å, forces in eV/Å.

Properties
energy relative to the best compared isomer or geometry (same formula, charge and spin) = 0.0 kJ/mol
charge = 0
HOMO-LUMO gap (spin up / spin down) = 8.25 / 8.37 eV
<S²> = 2.0083
multiplicity = 3

=====

Among the records above, which one has the lowest charge? C38H68N4O2S

=====

Which value of energy relative to the best compared isomer or geometry (same formula, charge and spin) does entry 2 give? 0.0 kJ/mol

=====

Which formula does entry 1 have? C38H68Br12N5O4

=====

The highest charge belongs to which entry? C38H68Br12N5O4